1.
Computed, not measured: a cluster of 2 separate species, C4H13N2O2 in total, with wB97M-V/def2-TZVPD.

Structure (XYZ):
```
21
Properties=species:S:1:pos:R:3
N 1.052 -1.720 -0.861
C -0.091 -0.882 -0.427
C -0.603 -1.230 0.958
C 0.380 0.560 -0.741
N -0.428 1.621 -0.598
C -1.855 1.633 -0.365
O 1.444 0.656 -1.347
H 1.540 -2.066 -0.027
H 0.802 -2.559 -1.384
H 1.760 -1.077 -1.279
H -0.818 -1.021 -1.223
H 0.094 -0.934 1.711
H -1.568 -0.730 1.033
H -0.904 -2.283 0.985
H -0.090 2.431 -1.091
H -2.185 0.866 0.330
H -2.519 1.395 -1.207
H -2.150 2.539 0.106
H 1.830 0.835 2.588
H 2.007 1.281 1.072
O 2.301 0.685 1.767
```

Summary:
Energy above the lowest of the compared OMol25 structures with the same formula, charge and spin (kcal per mole): 39.2
Net charge: +1
Multiplicity: 1
E_HOMO (eV): -14.33
Frontier orbital gap (eV): 11.04

2.
Computed, not measured: a cluster of 2 separate species, C4H13N2O2 in total, with wB97M-V/def2-TZVPD.

Structure (XYZ):
```
21
Properties=species:S:1:pos:R:3
O -0.364 2.498 2.431
C -0.993 1.592 2.046
C -0.280 0.582 0.992
C -1.359 -0.378 0.370
C -0.717 -1.688 0.030
N 0.505 -1.263 -0.625
N 0.496 1.263 -0.070
H -1.934 1.263 2.555
H 0.314 -0.115 1.720
H -1.736 0.213 -0.490
H -2.275 -0.591 1.115
H -1.263 -2.357 -0.700
H -0.487 -2.152 1.054
H 1.280 -1.837 -0.764
H 0.181 -0.822 -1.602
H -0.037 1.744 -0.817
H 0.957 2.094 0.446
H 1.241 0.631 -0.388
H 1.975 0.456 -2.897
H 2.362 -0.999 -2.289
O 2.135 -0.134 -2.115
```

Summary:
Energy above the lowest of the compared OMol25 structures with the same formula, charge and spin (kcal per mole): 93.4
Net charge: +1
Multiplicity: 1
E_HOMO (eV): -13.50
Frontier orbital gap (eV): 10.07

3.
Computed, not measured: a cluster of 3 separate species, C4H13N2O4 in total, with wB97M-V/def2-TZVPD.

Structure (XYZ):
```
23
Properties=species:S:1:pos:R:3
C -2.786 -1.634 -1.142
C -0.244 -2.464 1.058
C -1.440 -2.412 -1.138
C 0.701 1.877 1.120
N -0.740 -1.818 0.100
N 1.600 2.686 0.625
O 3.969 4.827 -0.310
O -1.385 -3.746 -1.107
O 0.960 0.707 1.370
O -0.778 -0.447 0.048
H -3.158 -1.691 -0.064
H -3.480 -2.154 -1.815
H -2.644 -0.674 -1.402
H -0.397 -3.596 0.992
H 0.110 -1.910 1.933
H -0.739 -2.086 -1.905
H -0.384 2.317 1.154
H 2.606 2.471 0.759
H 4.705 4.222 -0.618
H 1.576 3.767 0.535
H 4.465 5.630 -0.340
H -2.195 -3.895 -0.619
H -0.321 0.022 0.766
```

Summary:
Energy above the lowest of the compared OMol25 structures with the same formula, charge and spin (kcal per mole): 79.6
Net charge: +1
Multiplicity: 1
E_HOMO (eV): -14.14
Frontier orbital gap (eV): 10.46

4.
Computed, not measured: a cluster of 2 separate species, C4H13N2OP in total, with wB97M-V/def2-TZVPD.

Structure (XYZ):
```
21
Properties=species:S:1:pos:R:3
C 2.923 0.209 -0.096
C -2.519 1.196 1.881
C -1.395 -0.339 -1.882
C 1.835 -0.568 0.636
N 1.144 -1.924 -2.045
N 0.535 -0.270 0.086
O -1.667 2.037 1.137
P 0.219 -0.942 -1.279
H 3.902 -0.028 0.313
H 2.901 -0.066 -1.150
H 2.751 1.279 -0.009
H -1.967 0.603 2.622
H -3.079 0.512 1.228
H -3.227 1.840 2.402
H -1.302 -0.068 -2.931
H -2.139 -1.128 -1.775
H -1.665 0.521 -1.281
H 2.061 -1.636 0.563
H 1.814 -0.285 1.693
H 0.773 -2.259 -2.918
H -0.919 1.504 0.826
```

Summary:
Energy above the lowest of the compared OMol25 structures with the same formula, charge and spin (kcal per mole): 43.3
Multiplicity: 1
E_HOMO (eV): -9.31
SMILES string: [H]/N=P(\C)=N/CC.CO
Frontier orbital gap (eV): 9.81

5.
Computed, not measured: a cluster of 2 separate species, C4H13N2P in total, with wB97M-V/def2-TZVPD.

Structure (XYZ):
```
20
Properties=species:S:1:pos:R:3
C 2.260 -1.018 0.211
C 0.794 -2.798 0.476
C -2.245 1.519 0.473
C -0.615 0.455 -1.501
N 0.491 2.054 0.338
N 1.539 -1.886 -0.329
P -0.563 0.713 0.330
H 2.386 -0.900 1.294
H 2.808 -0.335 -0.422
H 0.111 2.913 -0.045
H 1.004 -2.708 1.549
H -0.265 -2.608 0.299
H 1.016 -3.811 0.136
H -3.009 0.768 0.285
H -2.384 1.902 1.483
H -2.359 2.334 -0.243
H -0.726 1.406 -2.022
H 0.308 -0.030 -1.809
H -1.452 -0.197 -1.748
H 0.904 2.227 1.244
```

Summary:
Energy above the lowest of the compared OMol25 structures with the same formula, charge and spin (kcal per mole): 0.0
Multiplicity: 1
E_HOMO (eV): -8.69
SMILES string: CP(C)N.C=NC
Frontier orbital gap (eV): 9.83

6.
Computed, not measured: a cluster of 2 separate species, C4H13N2P in total, with wB97M-V/def2-TZVPD.

Structure (XYZ):
```
20
Properties=species:S:1:pos:R:3
C -2.168 -1.431 -0.804
C -1.692 0.993 -0.498
C -3.120 -0.135 1.112
C -2.376 -0.205 -0.001
N 3.455 1.551 -0.364
N 3.700 -0.930 0.816
P 2.501 0.333 0.241
H -1.158 -1.724 -0.962
H -2.617 -2.452 -0.412
H -2.451 -1.385 -1.917
H -1.199 1.705 0.226
H -2.475 1.749 -0.874
H -0.944 0.868 -1.361
H -3.202 0.760 1.666
H 2.225 0.954 1.456
H -3.689 -0.932 1.476
H 4.403 1.821 -0.063
H 3.572 1.501 -1.373
H 3.768 -1.680 -0.017
H 3.465 -1.362 1.654
```

Summary:
Energy above the lowest of the compared OMol25 structures with the same formula, charge and spin (kcal per mole): 21.2
Multiplicity: 1
E_HOMO (eV): -8.59
SMILES string: C=C(C)C.NPN
Frontier orbital gap (eV): 9.61

7.
Computed, not measured: a cluster of 2 separate species, C4H13N2S in total, with wB97M-V/def2-TZVPD.

Structure (XYZ):
```
20
Properties=species:S:1:pos:R:3
C 0.283 2.581 0.247
C -1.150 2.512 0.780
S -1.783 0.836 0.889
H 0.346 2.077 -0.806
H 1.015 2.029 0.862
H 0.682 3.594 0.118
H -1.811 3.174 0.097
H -1.078 2.935 1.807
C 0.241 -0.731 -1.487
N 1.078 -1.699 -0.788
C 0.334 -2.588 0.163
N -0.035 -1.942 1.395
H 0.902 -0.129 -2.136
H -0.595 -1.208 -2.072
H -0.298 -0.010 -0.750
H 1.508 -2.284 -1.518
H 0.948 -3.423 0.464
H -0.572 -2.953 -0.315
H 0.779 -1.492 1.772
H -0.790 -1.280 1.278
```

Summary:
Energy above the lowest of the compared OMol25 structures with the same formula, charge and spin (kcal per mole): 24.2
Net charge: -1
Multiplicity: 1
E_HOMO (eV): -2.55
Frontier orbital gap (eV): 6.51

8.
Computed, not measured: an isolated molecule of C4H13N2S, with wB97M-V/def2-TZVPD.

Structure (XYZ):
```
20
Properties=species:S:1:pos:R:3
N -0.510 1.791 0.648
C 0.337 0.647 0.174
C -0.259 -0.085 -1.023
S -1.628 0.704 -1.947
C 0.635 -0.245 1.363
N 1.713 -1.137 1.037
C 1.626 -2.518 1.408
H -0.007 2.562 1.161
H -0.931 2.226 -0.180
H -1.285 1.417 1.256
H 1.295 1.106 -0.049
H -0.663 -1.047 -0.731
H 0.551 -0.301 -1.705
H -2.582 -0.021 -1.343
H -0.267 -0.778 1.668
H 0.729 0.433 2.229
H 2.191 -0.882 0.192
H 2.414 -3.026 0.847
H 1.831 -2.646 2.474
H 0.684 -2.991 1.104
```

Summary:
Energy above the lowest of the compared OMol25 structures with the same formula, charge and spin (kcal per mole): 59.6
Multiplicity: 2
E_HOMO (spin up / spin down) (eV): -3.49 / -9.01
Frontier orbital gap (spin up / spin down) (eV): 4.17 / 9.49

9.
Computed, not measured: a cluster of 3 separate species, C4H13N2S2 in total, with wB97M-V/def2-TZVPD.

Structure (XYZ):
```
21
Properties=species:S:1:pos:R:3
N -1.526 -1.650 1.549
C -1.502 -0.198 1.562
C -0.819 0.332 2.833
S 0.260 1.678 2.211
S 0.089 -1.449 -1.337
C 1.371 -0.064 -1.429
C 1.544 0.359 -2.876
N 0.254 1.064 -3.355
H -1.342 -2.091 0.665
H -2.182 -2.208 2.354
H 1.030 -0.285 1.631
H -2.445 0.320 1.279
H -0.738 0.046 0.772
H -0.140 -0.459 3.176
H -1.473 0.585 3.677
H 2.261 -0.459 -0.902
H 0.968 0.820 -0.888
H 2.452 0.964 -3.080
H 1.632 -0.606 -3.415
H 0.215 0.791 -4.323
H -0.479 0.443 -2.831
```

Summary:
Energy above the lowest of the compared OMol25 structures with the same formula, charge and spin (kcal per mole): 243.6
Net charge: +1
Multiplicity: 1
E_HOMO (eV): -12.82
Frontier orbital gap (eV): 3.77

10.
Computed, not measured: a structure of composition C4H13N2Si, with wB97M-V/def2-TZVPD.

Structure (XYZ):
```
20
Properties=species:S:1:pos:R:3
C -2.276 1.027 -0.077
C 0.362 -1.164 -1.605
C 0.579 -0.811 1.739
C 2.213 1.016 -0.305
N -1.076 1.379 -0.085
N -2.700 -0.129 0.318
Si 0.753 -0.188 -0.093
H -3.099 1.592 -0.409
H -0.036 -2.141 -1.362
H -0.417 -0.741 -2.247
H 1.141 -1.382 -2.239
H 0.288 -1.882 1.688
H 1.533 -0.676 2.172
H -0.099 -0.314 2.374
H 2.606 0.686 -1.265
H 1.865 2.023 -0.518
H 2.923 0.889 0.478
H -0.717 2.298 -0.125
H -3.642 -0.536 0.193
H -2.038 -0.892 0.630
```

Summary:
Energy above the lowest of the compared OMol25 structures with the same formula, charge and spin (kcal per mole): 16.9
Net charge: +1
Multiplicity: 1
E_HOMO (eV): -14.35
Frontier orbital gap (eV): 11.15

11.
Computed, not measured: an isolated molecule of C4H13N3, with wB97M-V/def2-TZVPD.

Structure (XYZ):
```
20
Properties=species:S:1:pos:R:3
C 1.324 -0.955 0.824
N 2.545 -1.400 0.142
C 0.376 -0.037 -0.007
C 0.989 1.321 -0.040
N -1.030 -0.006 0.538
C -2.020 0.616 -0.338
N -3.069 -0.426 -0.487
H 1.669 -0.200 1.618
H 0.807 -1.860 1.105
H 2.480 -1.832 -0.787
H 3.305 -0.808 0.090
H 0.411 -0.492 -1.143
H 2.036 1.158 -0.454
H 0.942 1.763 1.038
H 0.313 1.933 -0.751
H -0.932 0.497 1.410
H -2.438 1.360 0.215
H -1.643 1.072 -1.323
H -3.551 -0.410 -1.357
H -2.515 -1.294 -0.294
```

Summary:
Energy above the lowest of the compared OMol25 structures with the same formula, charge and spin (kcal per mole): 45.5
Multiplicity: 1
E_HOMO (eV): -8.90
SMILES string: C[C@@H](CN)NCN
Frontier orbital gap (eV): 10.01

12.
Computed, not measured: a structure of composition C4H13N3, with wB97M-V/def2-TZVPD.

Structure (XYZ):
```
20
Properties=species:S:1:pos:R:3
C 1.102 -0.628 -1.529
C -0.134 -0.362 -0.670
N -1.419 -0.669 -1.287
N 1.135 -1.227 1.281
C -0.095 -0.842 0.714
H -1.458 -1.635 -1.595
H -1.574 -0.083 -2.099
H 1.165 -1.775 2.128
H 1.914 -0.617 1.077
H -0.920 -1.492 0.997
H 0.971 -0.176 -2.513
H 2.003 -0.183 -1.101
H 1.275 -1.701 -1.658
C -0.545 1.764 1.439
N -0.366 2.211 0.187
H -0.146 0.848 -0.531
H -1.262 2.432 -0.247
H 0.308 1.906 2.106
H -1.502 1.885 1.956
H -0.451 0.344 1.344
```

Summary:
Energy above the lowest of the compared OMol25 structures with the same formula, charge and spin (kcal per mole): 73.6
Multiplicity: 1
E_HOMO (eV): -8.00
Frontier orbital gap (eV): 8.98